#1
# C3H7ClOS

An isolated molecule of C3H7ClOS (ωB97M-V/def2-TZVPD, OMol25).

Element x y z (Å)
Cl: -0.263 -2.070 -0.337
S: 2.465 0.143 0.456
O: 0.873 0.350 -1.662
C: -0.269 -0.536 0.490
C: 0.852 0.516 -0.284
C: -1.717 0.147 0.393
H: 1.518 0.905 -1.973
H: -1.709 1.171 0.528
H: 0.467 1.576 -0.055
H: 2.095 -1.080 0.256
H: -2.210 -0.435 1.119
H: -2.140 0.021 -0.539
H: 0.037 -0.707 1.608

SMILES: C[C@@H](Cl)[C@H](O)S
Spin multiplicity: 1
LUMO level: 0.75 eV
Kohn-Sham gap: 10.1 eV

=====

#2
# C3H7ClOS

An isolated molecule of C3H7ClOS (ωB97M-V/def2-TZVPD, OMol25).

Element x y z (Å)
Cl: 2.370 -0.713 -0.002
S: -1.875 -0.745 -0.137
O: -0.558 1.531 0.324
C: -0.222 -0.963 0.584
C: 0.631 1.152 -0.102
C: 0.697 -0.285 -0.260
H: 1.038 1.698 -0.975
H: -0.256 -0.250 1.503
H: -2.479 -2.189 -0.293
H: -0.063 -2.061 0.568
H: 1.061 1.268 0.791
H: 0.624 -0.366 -1.386
H: -0.966 1.922 -0.612

SMILES: OC[C@@H](Cl)CS
Spin multiplicity: 1
LUMO level: 0.44 eV
Kohn-Sham gap: 9.6 eV

=====

Least stable of them? #2.

=====

#1
# C3H15NO3

A cluster of 4 separate species, C3H15NO3 in total (ωB97M-V/def2-TZVPD, OMol25).

Element x y z (Å)
O: 6.226 2.783 1.065
O: -1.850 -2.221 2.056
O: 2.905 -1.040 0.862
N: -1.648 -0.255 -0.472
C: -2.544 1.001 -0.521
C: -0.264 0.144 -0.864
C: -2.548 -1.250 -1.211
H: -3.027 -0.775 -2.162
H: 6.876 2.125 1.290
H: 2.878 -0.075 0.849
H: -2.492 1.763 -1.294
H: -1.949 -2.059 -1.584
H: 0.233 0.837 -0.236
H: 3.739 -1.128 1.456
H: -3.601 0.663 -0.695
H: -0.337 0.438 -1.952
H: -3.321 -1.574 -0.460
H: 6.522 3.101 0.197
H: 0.365 -0.755 -0.768
H: -2.595 1.420 0.528
H: -1.571 -1.518 2.643
H: -1.998 -1.626 1.270

Total charge: -1
<S²>: 0.75
Spin multiplicity: 2
LUMO level (alpha / beta): 3.06 / 2.98 eV
Kohn-Sham gap (alpha / beta): 2.1 / 9.4 eV

=====

#2
# C3H15NO3

A cluster of 4 separate species, C3H15NO3 in total (ωB97M-V/def2-TZVPD, OMol25).

Element x y z (Å)
O: -0.663 -0.839 -2.860
O: 2.604 -0.834 -0.988
O: -2.831 -3.421 -0.693
N: 1.961 1.479 0.855
C: 0.855 1.462 1.851
C: -0.864 0.564 0.076
C: -0.498 1.584 1.164
H: -0.698 -0.444 0.454
H: -1.566 -1.069 -3.118
H: -0.306 0.783 -0.833
H: 2.778 1.123 1.339
H: 0.905 0.531 2.420
H: -0.480 2.580 0.682
H: -2.789 -3.945 0.120
H: 2.177 2.462 0.721
H: -0.355 -1.540 -2.260
H: 0.950 2.313 2.508
H: -1.986 -3.643 -1.133
H: -1.914 0.685 -0.197
H: 2.084 -0.074 -0.666
H: -1.317 1.713 1.880
H: 1.955 -1.470 -1.322

Total charge: -1
<S²>: 0.75
Spin multiplicity: 2
LUMO level (alpha / beta): 3.25 / 3.16 eV
Kohn-Sham gap (alpha / beta): 2.6 / 10.3 eV

=====

Least stable of them? #1.

=====

#1
# C6H13NO

An isolated molecule of C6H13NO (ωB97M-V/def2-TZVPD, OMol25).

Element x y z (Å)
O: 0.980 2.916 1.236
N: -0.482 -1.092 0.457
C: -0.073 -0.424 -0.748
C: -1.883 -1.462 0.466
C: -0.311 1.133 -0.715
C: 0.412 -1.971 1.190
C: 1.557 2.547 0.258
C: 0.968 1.958 -0.983
H: -2.151 -2.231 1.188
H: -0.792 1.396 0.226
H: 1.707 1.241 -1.352
H: -1.113 1.336 -1.432
H: -0.129 -2.849 1.535
H: -2.530 -0.606 0.666
H: 1.204 -2.349 0.523
H: 0.990 -0.621 -0.877
H: 2.669 2.609 0.196
H: -0.695 -0.807 -1.569
H: -2.183 -1.909 -0.497
H: 0.936 2.688 -1.795
H: 0.920 -1.502 2.027

SMILES: CN(C)CCCC=O
Spin multiplicity: 1
LUMO level: 0.96 eV
Kohn-Sham gap: 9.0 eV

=====

#2
# C6H13NO

An isolated molecule of C6H13NO (ωB97M-V/def2-TZVPD, OMol25).

Element x y z (Å)
O: -1.094 -1.374 1.695
N: -0.840 -2.447 -0.306
C: 1.038 2.439 1.441
C: -0.545 -1.412 0.594
C: 0.140 0.781 -0.392
C: -0.097 1.951 0.648
C: 0.644 -0.550 0.166
C: -0.780 -2.173 -1.771
H: 0.993 3.437 1.947
H: 0.931 1.228 -1.009
H: 1.837 2.644 0.635
H: -1.873 -1.954 -2.255
H: -1.603 -3.092 -0.019
H: 1.149 -1.034 -0.566
H: -0.784 1.343 1.387
H: 1.510 1.601 2.021
H: 1.335 -0.416 0.901
H: -0.366 -3.154 -2.319
H: -0.765 0.751 -1.023
H: -0.658 2.761 0.180
H: -0.172 -1.330 -1.952

SMILES: CCCCC(=O)NC
Spin multiplicity: 1
LUMO level: 0.86 eV
Kohn-Sham gap: 10.3 eV

=====

#3
# C6H13NO

A structure of composition C6H13NO (ωB97M-V/def2-TZVPD, OMol25).

Element x y z (Å)
O: 0.614 -2.246 0.037
N: -0.592 -0.232 -0.515
C: -0.401 -1.606 0.193
C: 0.559 0.284 -1.293
C: -0.421 -0.515 2.029
C: 1.662 0.768 -0.354
C: -1.442 -0.737 2.855
C: 0.080 1.389 -2.230
H: -0.678 1.023 -2.927
H: 0.583 -0.417 2.442
H: -0.341 2.223 -1.664
H: -1.398 -2.026 0.387
H: 0.915 1.767 -2.820
H: 1.992 -0.037 0.299
H: -0.652 0.084 0.751
H: -1.456 -0.205 -1.050
H: -2.457 -0.872 2.482
H: 0.954 -0.549 -1.882
H: 2.513 1.118 -0.939
H: -1.343 -0.809 3.934
H: 1.308 1.595 0.266

Spin multiplicity: 1
LUMO level: 0.70 eV
Kohn-Sham gap: 9.0 eV

=====

#4
# C6H13NO

An isolated molecule of C6H13NO (ωB97M-V/def2-TZVPD, OMol25).

Element x y z (Å)
O: -1.371 0.474 0.906
N: 0.919 -0.312 2.421
C: -1.498 -0.451 -1.304
C: 0.974 0.407 1.319
C: -0.608 1.867 -0.909
C: 0.919 -0.130 -0.008
C: -0.816 0.471 -0.286
C: 1.059 -1.634 -0.144
H: 0.278 -2.161 0.411
H: -0.057 2.525 -0.234
H: 1.572 0.415 -0.689
H: 0.652 0.139 3.284
H: 0.667 -1.287 2.345
H: -1.630 -1.446 -0.879
H: 2.038 -1.993 0.188
H: 0.946 -1.924 -1.189
H: -0.952 -0.524 -2.249
H: 1.079 1.474 1.463
H: -1.592 2.314 -1.066
H: -0.088 1.822 -1.871
H: -2.492 -0.046 -1.507

Spin multiplicity: 1
LUMO level: 0.51 eV
Kohn-Sham gap: 8.0 eV

=====

Least stable of them? #3.

=====

#1
# C5H9Cl2

A cluster of 2 separate species, C5H9Cl2 in total (ωB97M-V/def2-TZVPD, OMol25).

Element x y z (Å)
Cl: -2.218 -0.885 2.509
Cl: 0.058 2.342 -2.848
C: -3.100 0.726 -2.132
C: -3.303 2.281 -1.894
C: -0.962 1.761 -1.467
C: -2.095 2.799 -1.101
C: -1.594 0.479 -2.041
H: -3.247 2.769 -2.863
H: -2.230 -0.169 1.458
H: -1.261 -0.409 -1.561
H: -1.809 3.837 -1.337
H: -3.627 0.153 -1.316
H: -2.332 2.828 -0.001
H: -0.332 1.592 -0.575
H: -3.488 0.394 -3.122
H: -4.260 2.536 -1.411

<S²>: 0.75
Spin multiplicity: 2
LUMO level (alpha / beta): 0.61 / -0.21 eV
Kohn-Sham gap (alpha / beta): 9.3 / 10.4 eV

=====

#2
# C5H9Cl2

A cluster of 2 separate species, C5H9Cl2 in total (ωB97M-V/def2-TZVPD, OMol25).

Element x y z (Å)
Cl: 0.690 2.945 0.008
Cl: -0.366 -1.947 -1.928
C: 1.140 0.287 -2.008
C: -0.155 0.926 -2.379
C: 0.359 -0.331 -4.159
C: 0.868 -0.964 -2.798
C: -0.297 1.063 -3.835
H: 1.352 0.135 -0.923
H: 1.227 -0.160 -4.807
H: -0.385 -0.950 -4.629
H: 0.295 1.932 -4.281
H: 1.765 -1.579 -2.925
H: -1.358 1.181 -4.093
H: -1.049 0.750 -1.772
H: 0.208 2.414 -1.036
H: 1.988 0.838 -2.443

<S²>: 0.75
Spin multiplicity: 2
LUMO level (alpha / beta): 0.92 / -0.21 eV
Kohn-Sham gap (alpha / beta): 9.0 / 10.6 eV

=====

Least stable of them? #2.

=====

#1
# C6H5F

An isolated molecule of C6H5F (ωB97M-V/def2-TZVPD, OMol25).

Element x y z (Å)
F: -1.092 -2.493 -0.268
C: -0.829 -2.001 0.979
C: 0.482 -1.219 0.915
C: 0.583 2.447 -0.837
C: 0.625 1.114 -0.453
C: 0.225 0.029 0.135
C: 0.548 3.696 -1.035
H: 1.111 -1.838 0.426
H: 0.601 4.956 -1.081
H: 0.637 -1.029 1.989
H: -0.672 -2.818 1.662
H: -1.655 -1.231 1.193

SMILES: C#CC#CCCF
Spin multiplicity: 1
LUMO level: 0.21 eV
Kohn-Sham gap: 9.3 eV

=====

#2
# C6H5F

An isolated molecule of C6H5F (ωB97M-V/def2-TZVPD, OMol25).

Element x y z (Å)
F: -1.804 -1.845 1.852
C: 0.279 0.916 -0.709
C: -1.009 -1.084 0.986
C: 1.223 0.012 -0.507
C: -1.044 1.009 -0.122
C: 2.227 -0.810 -0.492
C: -1.618 0.140 0.760
H: 2.113 -1.659 -1.141
H: 0.645 1.490 -1.431
H: -1.654 2.004 -0.288
H: -2.537 0.434 1.186
H: 3.179 -0.607 -0.094

Spin multiplicity: 1
LUMO level: -1.09 eV
Kohn-Sham gap: 7.4 eV

=====

Least stable of them? #2.

=====

#1
# C4H3NO2

An isolated molecule of C4H3NO2 (ωB97M-V/def2-TZVPD, OMol25).

Element x y z (Å)
O: 2.750 0.621 0.584
O: -0.003 0.536 1.214
N: -0.313 -0.454 -0.794
C: -1.594 -0.191 -0.139
C: 2.012 0.039 -0.167
C: -1.323 0.427 1.212
C: 0.533 -0.001 0.021
H: -2.159 0.554 -0.717
H: -2.223 -1.086 -0.092
H: 2.356 -0.504 -1.063

Spin multiplicity: 1
LUMO level: -0.72 eV
Kohn-Sham gap: 8.9 eV

=====

#2
# C4H3NO2

An isolated molecule of C4H3NO2 (ωB97M-V/def2-TZVPD, OMol25).

Element x y z (Å)
O: 0.196 1.144 -1.825
O: -1.781 -1.082 1.684
N: -0.584 -0.160 0.038
C: 0.266 0.531 -0.610
C: 1.588 0.756 0.044
C: 1.819 -0.335 0.663
C: -0.919 -1.231 0.618
H: -1.890 -2.014 2.000
H: 1.998 1.673 -0.423
H: -0.692 0.717 -2.188

Spin multiplicity: 1
LUMO level (alpha / beta): -0.83 / -0.82 eV
Kohn-Sham gap (alpha / beta): 7.3 / 7.3 eV

=====

#3
# C4H3NO2

An isolated molecule of C4H3NO2 (ωB97M-V/def2-TZVPD, OMol25).

Element x y z (Å)
O: -2.150 1.065 -0.608
O: 1.873 -1.228 0.632
N: 0.224 -0.937 -1.921
C: 0.285 -0.133 -1.089
C: -1.556 0.118 -0.195
C: 0.082 0.394 0.238
C: 1.314 -0.234 1.007
H: 1.779 0.389 1.799
H: 0.057 1.465 0.445
H: -1.925 -0.919 -0.298

SMILES: N#CC(C=O)C=O
Spin multiplicity: 1
LUMO level: -0.09 eV
Kohn-Sham gap: 10.5 eV

=====

#4
# C4H3NO2

A cluster of 2 separate species, C4H3NO2 in total (ωB97M-V/def2-TZVPD, OMol25).

Element x y z (Å)
O: -0.512 0.046 -1.862
O: -2.029 0.132 2.544
N: 3.948 -0.316 -0.525
C: -1.175 -0.495 0.436
C: -0.812 -0.223 -0.769
C: -1.810 0.456 1.413
C: 3.178 0.073 -1.270
H: -1.117 -1.462 1.036
H: -2.011 1.492 0.974
H: 2.341 0.296 -1.977

SMILES: O=C=CC=O.C#N
Spin multiplicity: 1
LUMO level: -0.13 eV
Kohn-Sham gap: 10.2 eV

=====

Least stable of them? #2.

=====

#1
# C4H3NO2

An isolated molecule of C4H3NO2 (ωB97M-V/def2-TZVPD, OMol25).

Element x y z (Å)
O: 1.054 1.804 -0.589
O: -0.866 0.002 2.069
N: 0.080 -1.519 -0.058
C: 0.957 0.614 -0.720
C: -0.892 0.494 0.977
C: 0.546 -2.588 0.094
C: -0.288 -0.171 -0.271
H: 1.739 -0.033 -1.166
H: -1.326 1.490 0.769
H: -1.005 -0.094 -1.104

Spin multiplicity: 1
LUMO level: 0.13 eV
Kohn-Sham gap: 10.8 eV

=====

#2
# C4H3NO2

An isolated molecule of C4H3NO2 (ωB97M-V/def2-TZVPD, OMol25).

Element x y z (Å)
O: 0.697 -0.325 -1.745
O: -1.253 0.181 1.749
N: -0.618 -0.688 -1.631
C: 1.984 0.884 1.054
C: -0.538 0.091 0.772
C: 0.853 0.513 0.852
C: -1.124 -0.483 -0.477
H: 2.986 1.232 1.223
H: -2.173 -0.761 -0.375
H: 0.909 -0.529 -2.664

SMILES: C#CC(=O)/C=N\O
Spin multiplicity: 1
LUMO level: -0.59 eV
Kohn-Sham gap: 9.8 eV

=====

Least stable of them? #2.

=====

#1
# C4H3NO2

An isolated molecule of C4H3NO2 (ωB97M-V/def2-TZVPD, OMol25).

Element x y z (Å)
O: 1.491 2.082 -0.144
O: -1.580 -1.767 -0.001
N: -1.095 0.606 -1.413
C: -0.433 -1.717 0.413
C: 0.452 -0.607 0.140
C: -0.151 0.328 -0.698
C: 0.354 1.781 -0.092
H: -0.509 2.333 0.294
H: 0.008 -2.555 0.985
H: 1.450 -0.471 0.533

Spin multiplicity: 1
LUMO level (alpha / beta): -2.36 / -1.54 eV
Kohn-Sham gap (alpha / beta): 6.9 / 8.0 eV

=====

#2
# C4H3NO2

An isolated molecule of C4H3NO2 (ωB97M-V/def2-TZVPD, OMol25).

Element x y z (Å)
O: 2.586 0.380 0.180
O: -0.086 0.732 0.602
N: -0.498 -0.979 -0.762
C: -1.421 0.570 0.528
C: -1.683 -0.474 -0.303
C: 1.846 -0.489 -0.478
C: 0.427 -0.245 -0.210
H: -2.037 1.245 1.104
H: -2.630 -0.896 -0.605
H: 3.498 0.155 -0.057

Spin multiplicity: 1
LUMO level: -0.30 eV
Kohn-Sham gap: 8.7 eV

=====

Least stable of them? #1.

=====

#1
# C4H3NO2

An isolated molecule of C4H3NO2 (ωB97M-V/def2-TZVPD, OMol25).

Element x y z (Å)
O: -2.140 1.578 -1.084
O: -0.703 0.230 0.944
N: 0.880 -0.211 -0.574
C: 1.282 -0.629 0.662
C: -1.123 0.989 -1.345
C: 0.331 -0.411 1.642
C: -0.281 0.324 -0.313
H: -0.718 0.881 -2.368
H: 2.203 -1.163 0.863
H: 0.280 -1.538 1.576

SMILES: O=Cc1ncco1
Spin multiplicity: 1
LUMO level: -0.93 eV
Kohn-Sham gap: 9.0 eV

=====

#2
# C4H3NO2

A cluster of 2 separate species, C4H3NO2 in total (ωB97M-V/def2-TZVPD, OMol25).

Element x y z (Å)
O: -0.265 -1.674 0.105
O: 2.800 1.223 -0.019
N: -3.736 0.539 -0.031
C: -0.293 -0.371 0.016
C: 0.576 0.604 -0.075
C: 2.025 0.367 -0.145
C: -2.635 0.426 0.216
H: 2.383 -0.699 -0.217
H: -1.087 -2.083 0.150
H: 0.231 1.669 0.000

Spin multiplicity: 1
LUMO level (alpha / beta): -2.37 / -2.37 eV
Kohn-Sham gap (alpha / beta): 8.4 / 8.4 eV

=====

#3
# C4H3NO2

An isolated molecule of C4H3NO2 (ωB97M-V/def2-TZVPD, OMol25).

Element x y z (Å)
O: -1.889 1.072 0.125
O: -0.125 -2.220 0.216
N: 1.436 0.035 0.500
C: 0.273 0.100 -0.295
C: -0.699 1.142 0.283
C: 2.378 -0.011 1.202
C: -0.436 -1.254 -0.420
H: 0.546 0.431 -1.308
H: -0.215 1.961 0.846
H: -1.267 -1.255 -1.148

Spin multiplicity: 1
LUMO level: 0.11 eV
Kohn-Sham gap: 10.8 eV

=====

Least stable of them? #2.

=====

#1
# CHNO3

A cluster of 2 separate species, CHNO3 in total (ωB97M-V/def2-TZVPD, OMol25).

Element x y z (Å)
O: 2.733 1.111 0.138
O: 3.571 -1.042 -0.107
O: 0.423 0.161 -0.279
N: 0.994 -0.729 -1.015
C: 3.145 0.023 0.027
H: 1.055 1.011 -0.051

Spin multiplicity: 1
LUMO level (alpha / beta): -0.02 / -0.08 eV
Kohn-Sham gap (alpha / beta): 9.1 / 9.1 eV

=====

#2
# CHNO3

A cluster of 3 separate species, CHNO3 in total (ωB97M-V/def2-TZVPD, OMol25).

Element x y z (Å)
O: 0.880 -1.538 0.895
O: -1.730 -0.132 -0.969
O: 0.695 0.844 0.694
N: -0.552 -0.155 -0.796
C: 0.751 -0.357 0.813
H: -0.044 1.338 -0.637

Spin multiplicity: 1
LUMO level (alpha / beta): -0.59 / -0.59 eV
Kohn-Sham gap (alpha / beta): 8.2 / 8.2 eV

=====

Least stable of them? #2.

=====

#1
# C2H3N3O4

An isolated molecule of C2H3N3O4 (ωB97M-V/def2-TZVPD, OMol25).

Element x y z (Å)
O: -2.009 -0.944 1.450
O: -2.182 -1.898 -0.510
O: 0.661 -0.482 0.950
O: 0.597 0.870 1.169
N: -0.280 -0.903 -0.079
N: -1.637 -1.325 0.368
N: 0.609 -1.611 -2.257
C: 0.176 -1.322 -1.266
C: 0.943 1.739 0.146
H: 1.248 2.545 0.875
H: 1.711 1.269 -0.341
H: 0.165 2.064 -0.506

SMILES: COON(C#N)[N+](=O)[O-]
Spin multiplicity: 1
LUMO level: -0.39 eV
Kohn-Sham gap: 10.8 eV

=====

#2
# C2H3N3O4

An isolated molecule of C2H3N3O4 (ωB97M-V/def2-TZVPD, OMol25).

Element x y z (Å)
O: -2.153 0.304 0.962
O: -0.501 1.691 -0.576
O: -0.626 -1.444 1.038
O: 1.829 0.951 -1.411
N: 2.143 -2.096 -0.089
N: 1.090 0.076 -0.599
N: -0.914 -0.182 0.566
C: -0.138 0.576 -0.213
C: 1.638 -1.094 -0.315
H: 1.240 1.733 -1.495
H: -1.390 -1.704 1.577
H: -2.218 1.189 0.555

SMILES: N#CN(O)C(=O)N(O)O
Spin multiplicity: 1
LUMO level: 0.30 eV
Kohn-Sham gap: 9.7 eV

=====

Least stable of them? #1.

=====

#1
# C3H4BrCl

A cluster of 2 separate species, C3H4BrCl in total (ωB97M-V/def2-TZVPD, OMol25).

Element x y z (Å)
Br: -0.203 -2.724 -0.009
Cl: -0.698 2.337 0.433
C: 1.351 -0.418 -0.966
C: 0.219 -0.960 -0.485
C: -1.299 0.901 1.003
H: -1.083 0.819 2.050
H: 2.182 -0.983 -1.321
H: -2.058 0.424 0.436
H: 1.589 0.603 -1.142

Spin multiplicity: 1
LUMO level (alpha / beta): -0.02 / -0.73 eV
Kohn-Sham gap (alpha / beta): 9.0 / 7.7 eV

=====

#2
# C3H4BrCl

A structure of composition C3H4BrCl (ωB97M-V/def2-TZVPD, OMol25).

Element x y z (Å)
Br: -1.936 0.912 0.140
Cl: -2.257 -2.057 0.266
C: 1.668 0.487 -0.619
C: 1.386 1.335 0.179
C: -1.087 -0.801 0.164
H: -0.360 -0.865 1.035
H: -0.339 -0.979 -0.747
H: 1.033 2.047 0.942
H: 1.891 -0.079 -1.359

Spin multiplicity: 1
LUMO level: 0.73 eV
Kohn-Sham gap: 11.0 eV

=====

Least stable of them? #1.